1.
ORCA calculation (wB97M-V/def2-TZVPD) on 2 unconnected molecules or ions with the total composition C3H9N2Se.

The max |F| is 3.52 eV/A. The calculation puts the energy relative to the best compared isomer or geometry (same formula, charge and spin) at 67.9 kJ/mol. The calculation puts the highest occupied orbital energy at -13.78 eV.

ORCA input file:
```
! wB97M-V def2-TZVPD RIJCOSX def2/J DEFGRID3
* xyz 1 1
C -0.400 1.472 -1.049
C -0.787 1.181 0.415
C -0.940 -0.786 -1.200
N 1.499 -1.712 -0.667
N -0.439 0.247 -1.755
Se -1.520 -0.685 0.507
H -1.061 2.262 -1.630
H 0.637 1.870 -1.013
H 0.112 1.127 1.057
H -1.478 2.026 0.734
H -0.913 -1.711 -1.765
H 0.947 -2.577 -0.891
H 2.470 -1.675 -1.214
H -0.264 0.290 -2.776
H 1.632 -1.590 0.315
*
```

natural (NBO) population analysis, charges in e, atoms 1 to 8: atom 1 (C): -0.26, atom 2 (C): -0.57, atom 3 (C): 0.00, atom 4 (N): -1.13, atom 5 (N): -0.47, atom 6 (Se): 0.55, atom 7 (H): 0.24, atom 8 (H): 0.25

***

2.
ORCA calculation (wB97M-V/def2-TZVPD) on 2 unconnected molecules or ions with the total composition C3H9N3.

The max |F| is 1.66 eV/A. The calculation puts the energy relative to the best compared isomer or geometry (same formula, charge and spin) at 161.9 kJ/mol. The calculation puts the highest occupied orbital energy at -9.35 eV. The SMILES is [H]/N=C/N.C=NC.

ORCA input file:
```
! wB97M-V def2-TZVPD RIJCOSX def2/J DEFGRID3
* xyz 0 1
H -2.969 -1.103 1.124
N -2.125 -1.662 1.173
C -2.095 -2.356 2.238
N -1.014 -3.154 2.514
H -2.992 -2.640 2.798
H -0.876 -3.516 3.439
H -0.225 -3.006 1.907
C 1.874 1.175 -1.170
N 2.298 2.006 -2.014
C 1.339 2.994 -2.491
H 2.626 0.453 -0.843
H 0.858 0.961 -0.829
H 0.408 2.973 -1.951
H 1.735 4.001 -2.337
H 1.157 2.875 -3.559
*
```

natural (NBO) population analysis, charges in e, atoms 1 to 8: atom 1 (H): 0.34, atom 2 (N): -0.73, atom 3 (C): 0.27, atom 4 (N): -0.82, atom 5 (H): 0.15, atom 6 (H): 0.39, atom 7 (H): 0.39, atom 8 (C): -0.07

***

3.
ORCA calculation (wB97M-V/def2-TZVPD) on 2 unconnected molecules or ions with the total composition C3H9N3.

The max |F| is 0.81 eV/A. The calculation puts the energy relative to the best compared isomer or geometry (same formula, charge and spin) at 272.4 kJ/mol. The calculation puts the highest occupied orbital energy at -7.71 eV.

ORCA input file:
```
! wB97M-V def2-TZVPD RIJCOSX def2/J DEFGRID3
* xyz 0 1
C 1.019 2.108 -0.726
C 0.882 0.614 -0.727
N 1.321 -0.285 -1.419
H 0.770 -1.452 -0.709
H 0.165 0.240 0.217
H 0.038 2.581 -0.814
H 1.650 2.430 -1.553
H 1.459 2.444 0.217
N -1.820 -0.974 1.144
C -0.454 -1.117 0.931
N 0.028 -1.989 0.030
H -2.094 -0.285 1.827
H -2.406 -0.979 0.321
H -0.701 -2.373 -0.565
H 0.142 -0.961 1.826
*
```

natural (NBO) population analysis, charges in e, atoms 1 to 8: atom 1 (C): -0.67, atom 2 (C): 0.11, atom 3 (N): -0.53, atom 4 (H): 0.40, atom 5 (H): 0.06, atom 6 (H): 0.22, atom 7 (H): 0.23, atom 8 (H): 0.22

***

4.
ORCA calculation (wB97M-V/def2-TZVPD) on 2 unconnected molecules or ions with the total composition C3H9N3.

The max |F| is 2.24 eV/A. The calculation puts the energy relative to the best compared isomer or geometry (same formula, charge and spin) at 247.1 kJ/mol. The calculation puts the highest occupied orbital energy at -8.83 eV. The SMILES is [H]/N=C/N.C=NC.

ORCA input file:
```
! wB97M-V def2-TZVPD RIJCOSX def2/J DEFGRID3
* xyz 0 1
H 0.395 -0.427 -3.201
N 1.152 0.239 -3.086
C 1.056 0.997 -2.067
N 2.070 1.121 -1.168
H 0.059 1.385 -1.799
H 1.992 1.723 -0.363
H 2.479 0.260 -0.841
C -0.513 -1.531 0.826
N -0.735 -1.167 2.013
C -1.597 0.002 2.168
H 0.171 -2.375 0.782
H -0.970 -1.081 -0.055
H -1.182 0.602 2.977
H -2.568 -0.342 2.539
H -1.809 0.594 1.274
*
```

natural (NBO) population analysis, charges in e, atoms 1 to 8: atom 1 (H): 0.36, atom 2 (N): -0.76, atom 3 (C): 0.31, atom 4 (N): -0.81, atom 5 (H): 0.12, atom 6 (H): 0.38, atom 7 (H): 0.40, atom 8 (C): -0.08

***

5.
ORCA calculation (wB97M-V/def2-TZVPD) on C3H9N3 in the gas phase.

The max |F| is 1.57 eV/A. The calculation puts the energy relative to the best compared isomer or geometry (same formula, charge and spin) at 177.3 kJ/mol. The calculation puts the highest occupied orbital energy at -8.30 eV. The SMILES is CN(C)/C=N/N.

ORCA input file:
```
! wB97M-V def2-TZVPD RIJCOSX def2/J DEFGRID3
* xyz 0 1
C -0.974 1.345 -0.010
N -0.640 -0.052 -0.150
C -1.781 -0.966 0.050
C 0.647 -0.463 -0.057
N 1.632 0.380 0.060
N 2.907 -0.314 0.011
H -1.127 1.672 1.026
H -0.162 1.931 -0.452
H -1.884 1.531 -0.542
H -2.286 -0.849 1.077
H -2.519 -0.758 -0.764
H -1.493 -2.058 0.043
H 0.837 -1.542 -0.217
H 3.468 0.138 0.753
H 3.375 0.004 -0.828
*
```

natural (NBO) population analysis, charges in e, atoms 1 to 8: atom 1 (C): -0.41, atom 2 (N): -0.42, atom 3 (C): -0.41, atom 4 (C): 0.27, atom 5 (N): -0.41, atom 6 (N): -0.69, atom 7 (H): 0.19, atom 8 (H): 0.24

***

6.
ORCA calculation (wB97M-V/def2-TZVPD) on a molecular structure, C3H9N3.

The max |F| is 4.31 eV/A. The calculation puts the energy relative to the best compared isomer or geometry (same formula, charge and spin) at 631.5 kJ/mol. The calculation puts the highest occupied orbital energy (spin up / spin down) at -7.45 / -8.06 eV.

ORCA input file:
```
! wB97M-V def2-TZVPD RIJCOSX def2/J DEFGRID3
* xyz 0 1
C 0.061 -0.537 -0.782
C 0.858 1.330 0.466
N 0.273 -0.001 0.436
N 1.760 -1.187 -0.479
C -2.517 -0.203 0.456
N -1.729 0.514 -0.207
H 1.850 -1.844 0.289
H 2.576 -0.608 -0.659
H -0.454 -1.486 -0.845
H 0.181 0.032 -1.700
H 1.664 1.350 1.199
H 0.072 2.010 0.809
H 1.214 1.694 -0.503
H -3.584 0.062 0.534
H -2.224 -1.126 0.986
*
```

natural (NBO) population analysis, charges in e, atoms 1 to 8: atom 1 (C): 0.03, atom 2 (C): -0.45, atom 3 (N): -0.28, atom 4 (N): -0.89, atom 5 (C): -0.14, atom 6 (N): -0.35, atom 7 (H): 0.37, atom 8 (H): 0.36

***

7.
ORCA calculation (wB97M-V/def2-TZVPD) on 2 unconnected molecules or ions with the total composition C3H9N3.

The max |F| is 1.88 eV/A. The calculation puts the energy relative to the best compared isomer or geometry (same formula, charge and spin) at 183.9 kJ/mol. The calculation puts the highest occupied orbital energy at -8.87 eV. The SMILES is [H]/N=C/N.C=CN.

ORCA input file:
```
! wB97M-V def2-TZVPD RIJCOSX def2/J DEFGRID3
* xyz 0 1
H -3.308 1.392 0.033
N -2.423 0.888 0.099
C -1.695 1.206 -0.894
N -0.797 0.332 -1.498
H -1.753 2.200 -1.351
H -1.193 -0.600 -1.475
H 0.180 0.288 -1.217
C 0.800 -1.510 1.458
C 1.136 -0.333 0.956
N 1.996 -0.118 -0.150
H -0.143 -1.579 1.987
H 1.286 -2.441 1.197
H 0.769 0.628 1.300
H 2.460 -0.945 -0.504
H 2.685 0.594 0.060
*
```

natural (NBO) population analysis, charges in e, atoms 1 to 8: atom 1 (H): 0.34, atom 2 (N): -0.69, atom 3 (C): 0.30, atom 4 (N): -0.88, atom 5 (H): 0.13, atom 6 (H): 0.38, atom 7 (H): 0.41, atom 8 (C): -0.50

***

8.
ORCA calculation (wB97M-V/def2-TZVPD) on 2 unconnected molecules or ions with the total composition C3H9N3.

The max |F| is 3.49 eV/A. The calculation puts the energy relative to the best compared isomer or geometry (same formula, charge and spin) at 339.4 kJ/mol. The calculation puts the highest occupied orbital energy at -8.48 eV. The SMILES is [H]/N=C/N.C=CN.

ORCA input file:
```
! wB97M-V def2-TZVPD RIJCOSX def2/J DEFGRID3
* xyz 0 1
H 2.600 -0.545 -1.694
N 2.797 -0.586 -0.703
C 2.146 0.280 -0.042
N 1.412 0.088 1.082
H 2.003 1.270 -0.503
H 1.767 -0.643 1.686
H 0.526 0.421 1.400
C -1.634 1.091 -0.383
C -2.043 -0.182 -0.192
N -1.406 -1.274 0.419
H -2.015 1.601 -1.263
H -1.435 1.831 0.385
H -2.835 -0.518 -0.862
H -0.658 -0.858 0.946
H -1.226 -1.976 -0.276
*
```

natural (NBO) population analysis, charges in e, atoms 1 to 8: atom 1 (H): 0.37, atom 2 (N): -0.78, atom 3 (C): 0.34, atom 4 (N): -0.85, atom 5 (H): 0.13, atom 6 (H): 0.39, atom 7 (H): 0.41, atom 8 (C): -0.58

***

no.,DFT total energy (eV)
1,-71575.76467
2,-7725.89565
3,-7724.75125
4,-7725.01255
5,-7725.73600
6,-7721.02899
7,-7725.66812
8,-7724.05671